No. 1
Formula: C3H4ErLiO2
Source: OMol25
Level of theory: wB97M-V/def2-TZVPD

Structure (XYZ):
```
11
Properties=species:S:1:pos:R:3:forces:R:3
O 0.2972 -1.6722 0.3410 0.725 -2.194 -2.387
Li -0.8467 1.3274 -0.2879 -1.018 1.403 -0.325
C 1.0698 -0.5717 0.5950 -0.357 0.023 -0.352
C 1.4437 0.0715 -0.5355 1.782 1.590 0.873
H 1.2463 -0.3878 1.6533 0.070 0.634 -0.168
H 1.5761 -0.3346 -1.5398 -0.490 -0.199 -0.219
H 1.8396 1.0808 -0.3942 0.374 0.018 -0.214
Er -0.5897 -3.4220 1.8194 -0.062 -0.642 0.074
C -2.8070 2.5687 -0.4200 -0.963 0.491 -0.126
O -3.7651 3.1441 -0.5205 1.268 -0.694 0.136
H 0.5357 -1.8041 -0.7109 -1.329 -0.429 2.708
```
Forces are in eV/Å.

As for the spin multiplicity: 4. Its max |F| is 3.32 eV/Å. The LUMO energy (alpha / beta) comes out at -19.212 / -22.027 eV. As for the net charge: +4. As for the total energy: -1287.7625 a.u. For the gap between HOMO and LUMO (alpha / beta), the calculation gives 0.2665 / 0.1510 hartree. As for the HOMO energy (alpha / beta): -26.464 / -26.136 eV.


No. 2
Formula: C3H4F2
Source: OMol25
Level of theory: wB97M-V/def2-TZVPD

Structure (XYZ):
```
9
Properties=species:S:1:pos:R:3:forces:R:3
C -1.1593 0.1435 -0.0150 0.375 -1.124 -0.262
C 0.1831 -0.6280 -0.0673 -1.980 -1.429 1.395
C 1.2767 0.0624 0.0121 1.112 2.686 -0.763
H -1.7076 0.0921 0.9368 0.140 -0.786 -0.293
H -0.9027 1.1766 -0.0336 0.052 0.849 -0.596
H -1.8049 -0.1304 -0.8778 0.315 0.255 0.717
H 0.3061 -1.7607 0.0937 -0.424 1.960 -0.598
F 1.3141 1.4803 -0.0319 0.310 -2.869 0.172
F 2.4944 -0.4357 -0.0171 0.100 0.459 0.229
```
Forces are in eV/Å.

Its max |F| is 3.01 eV/Å. The LUMO energy comes out at 1.001 eV. As for the net charge: 0. The energy above the lowest of the compared OMol25 structures with the same formula, charge and spin is 44.1 kJ/mol. As for the total energy: -316.3990 a.u. The SMILES is CC=C(F)F. For the gap between HOMO and LUMO, the calculation gives 0.4032 hartree. As for the HOMO energy: -9.972 eV.


No. 3
Formula: C3H4F2
Source: OMol25
Level of theory: wB97M-V/def2-TZVPD

Structure (XYZ):
```
9
Properties=species:S:1:pos:R:3:forces:R:3
C 0.2396 -0.1567 1.3733 2.125 -2.260 -0.523
C 0.6408 -0.7444 0.2689 -3.782 2.827 -4.436
C -0.2308 -0.3162 -1.4100 0.176 0.972 6.074
F 1.4552 -1.7171 0.1180 1.524 -1.450 0.096
F -0.0487 -1.3057 -2.2262 -0.456 -2.510 -1.325
H 0.7421 -0.5806 2.2222 -0.303 0.511 0.953
H -0.5021 0.5562 1.3049 -1.246 1.404 0.381
H -1.2675 -0.0753 -0.9701 1.155 -1.004 -1.221
H 0.1496 0.5327 -1.8975 0.807 1.510 0.001
```
Forces are in eV/Å.

Its max |F| is 6.48 eV/Å. The LUMO energy comes out at 1.024 eV. As for the net charge: 0. The energy above the lowest of the compared OMol25 structures with the same formula, charge and spin is 216.9 kJ/mol. As for the total energy: -316.3332 a.u. For the gap between HOMO and LUMO, the calculation gives 0.4032 hartree. As for the HOMO energy: -9.948 eV.


Please write out number 3 again, unchanged.
Formula: C3H4F2
Source: OMol25
Level of theory: wB97M-V/def2-TZVPD

Structure (XYZ):
```
9
Properties=species:S:1:pos:R:3:forces:R:3
C 0.2396 -0.1567 1.3733 2.125 -2.260 -0.523
C 0.6408 -0.7444 0.2689 -3.782 2.827 -4.436
C -0.2308 -0.3162 -1.4100 0.176 0.972 6.074
F 1.4552 -1.7171 0.1180 1.524 -1.450 0.096
F -0.0487 -1.3057 -2.2262 -0.456 -2.510 -1.325
H 0.7421 -0.5806 2.2222 -0.303 0.511 0.953
H -0.5021 0.5562 1.3049 -1.246 1.404 0.381
H -1.2675 -0.0753 -0.9701 1.155 -1.004 -1.221
H 0.1496 0.5327 -1.8975 0.807 1.510 0.001
```
Forces are in eV/Å.

Its max |F| is 6.48 eV/Å. The LUMO energy comes out at 1.024 eV. As for the net charge: 0. The energy above the lowest of the compared OMol25 structures with the same formula, charge and spin is 216.9 kJ/mol. As for the total energy: -316.3332 a.u. For the gap between HOMO and LUMO, the calculation gives 0.4032 hartree. As for the HOMO energy: -9.948 eV.


Question: Which value of max |F| does entry 1 give?
Answer: 3.32 eV/Å